Here is a structure of composition C43H38F6N2O4P2ReS2 from OMol25. Energies are from ωB97M-V with the def2-TZVPD basis set.

## Properties
Max |F|: 0.77 eV/Å
Spin multiplicity: 1
HOMO-LUMO gap: 7.417 eV
Net charge: +1
DFT total energy: -115056.20258 eV
E_LUMO: -3.36 eV
Highest occupied orbital energy: -10.781 eV

XYZ file:
```
98
Properties=species:S:1:pos:R:3:lowdin_charge:R:1
Re -1.44119 0.06630 0.44973 1.024
F -2.33667 0.35672 5.74599 0.184
C -1.96285 0.84799 4.58202 -0.683
F -1.32236 1.99598 4.75470 0.168
F -3.03187 1.05355 3.81332 0.147
S -0.82432 -0.32153 3.72400 0.663
O -0.53312 0.34521 2.44015 -0.446
O 0.30650 -0.51606 4.55813 -0.220
N -1.77526 -1.54833 3.56834 -0.268
S -1.91051 -2.51843 2.36967 0.621
O -1.83944 -3.89697 2.67553 -0.192
O -1.14970 -2.07021 1.18764 -0.418
C -3.64267 -2.15655 1.88017 -0.668
F -3.96889 -2.82279 0.78120 0.160
F -4.49773 -2.40745 2.84056 0.200
F -3.69086 -0.82477 1.58772 0.059
N -0.50252 0.51035 -2.41539 -0.284
P -1.84342 -0.44949 -1.82964 0.872
C -1.52717 -2.07025 -2.55357 -0.339
C -1.52159 -3.22415 -1.78080 -0.075
C -1.27704 -4.45507 -2.37754 -0.055
C -1.04596 -4.53057 -3.74026 -0.059
C -1.06143 -3.37671 -4.51864 -0.063
C -1.30309 -2.15041 -3.92959 -0.090
C -3.31351 0.14770 -2.68509 -0.356
C -3.23784 0.94072 -3.82696 -0.088
C -4.40119 1.37467 -4.44597 -0.061
C -5.63818 1.00396 -3.93831 -0.061
C -5.71648 0.19522 -2.81161 -0.064
C -4.55691 -0.22992 -2.18366 -0.096
P 0.35572 0.57317 -0.91162 0.856
C 1.21904 2.14807 -0.85480 -0.331
C 1.18100 2.90729 0.30991 -0.129
C 1.91057 4.08373 0.39137 -0.063
C 2.66915 4.50257 -0.69279 -0.054
C 2.70660 3.74591 -1.85790 -0.058
C 1.99061 2.56300 -1.93898 -0.071
C 1.56557 -0.76663 -1.06277 -0.260
C 2.20132 -1.28814 0.07672 -0.194
C 2.99968 -2.41897 -0.08155 -0.001
C 3.20179 -2.98696 -1.32830 -0.041
C 2.61133 -2.43535 -2.45572 -0.063
C 1.78377 -1.33667 -2.32046 -0.090
H -0.75347 1.43190 -2.76185 0.060
H -1.68150 -3.16836 -0.71438 0.072
H -1.26336 -5.35082 -1.77132 0.114
H -0.85452 -5.48940 -4.20364 0.112
H -0.88527 -3.43802 -5.58440 0.111
H -1.30224 -1.25189 -4.53575 0.106
H -2.27886 1.22437 -4.24281 0.100
H -4.34118 1.99905 -5.32732 0.113
H -6.54337 1.34166 -4.42503 0.113
H -6.68036 -0.10028 -2.41954 0.114
H -4.61968 -0.84605 -1.29360 0.102
H 0.59377 2.56716 1.15616 0.089
H 1.89272 4.66835 1.30191 0.116
H 3.24014 5.41927 -0.62920 0.113
H 3.30389 4.07281 -2.69831 0.113
H 2.04527 1.95738 -2.83660 0.112
H 1.35795 0.20131 1.35932 0.051
H 3.46972 -2.85908 0.78793 0.118
H 3.82824 -3.86498 -1.41844 0.114
H 2.78253 -2.86482 -3.43393 0.110
H 1.30417 -0.91540 -3.18985 0.089
C 4.11077 0.72035 1.13321 -0.030
C 3.32268 -0.14436 2.11828 -0.460
C 2.89048 0.74126 3.29863 -0.020
C 2.02862 -0.65687 1.43389 -0.123
C 4.13890 -1.31553 2.66249 -0.195
C 5.45982 -1.54378 2.29457 -0.037
C 6.16803 -2.62626 2.80561 -0.073
C 5.56660 -3.49933 3.69539 -0.085
C 4.25032 -3.27758 4.08066 -0.068
C 3.54931 -2.19763 3.57117 -0.037
H 3.47176 1.51975 0.75005 0.070
H 4.47806 0.14785 0.28028 0.089
H 4.96500 1.18760 1.62558 0.097
H 2.39761 1.64569 2.93297 0.082
H 3.75925 1.04012 3.88622 0.102
H 2.19726 0.21920 3.96025 0.052
H 1.53021 -1.36074 2.10473 0.110
H 5.95577 -0.88292 1.59726 0.104
H 7.19517 -2.78271 2.50210 0.105
H 6.11691 -4.34242 4.09132 0.104
H 3.76958 -3.94612 4.78305 0.107
H 2.52574 -2.04196 3.89389 0.104
C -2.10075 1.62941 0.08486 -0.208
C -2.66818 2.92939 -0.12727 -0.265
C -3.85161 3.09020 -0.85999 -0.021
C -4.37176 4.35582 -1.06022 -0.054
C -3.72718 5.46637 -0.53020 -0.053
C -2.56212 5.31303 0.21054 -0.054
C -2.03168 4.05295 0.41499 -0.026
H -4.35716 2.22389 -1.26174 0.094
H -5.28598 4.47746 -1.62547 0.113
H -4.13761 6.45475 -0.68881 0.114
H -2.06876 6.17863 0.63145 0.113
H -1.12856 3.93060 0.99596 0.097
```